Entry 1:
{"formula": "C5H14", "method": "ωB97M-V/def2-TZVPD", "symbols": ["C", "C", "C", "C", "C", "H", "H", "H", "H", "H", "H", "H", "H", "H", "H", "H", "H", "H", "H"], "positions_angstrom": [[-2.28350, 1.38269, 1.65567], [2.35030, 0.00393, -1.40577], [-1.17682, -0.62157, 0.48525], [2.69711, -1.44837, -1.03859], [-1.80366, 0.76606, 0.34537], [1.75623, -0.00893, -2.32308], [-0.25665, -0.59424, 1.08131], [-1.11807, 1.42562, -0.18918], [-3.24882, 0.95966, 1.93163], [2.11666, -2.11167, -1.65045], [3.75787, -1.66472, -1.20902], [-2.58370, 0.74297, -0.42376], [-1.60804, 1.06590, 2.43209], [-1.83165, -1.11737, 1.19323], [2.58110, -1.68482, 0.01436], [3.17745, 0.67895, -1.62503], [-2.32543, 2.45294, 1.57869], [-0.94569, -1.08741, -0.46633], [1.76297, 0.47556, -0.62894]], "forces_ev_per_a": [[0.0, -1.0, -0.6], [-0.3, -0.1, -0.3], [0.1, 1.0, 1.2], [1.2, 0.6, 0.1], [0.4, 0.4, -1.4], [-0.1, 0.2, 0.1], [0.2, 0.3, -0.3], [0.5, 0.2, 0.4], [-0.2, 0.2, 0.0], [-0.3, -0.5, 0.0], [-0.2, 0.0, -0.3], [-0.5, -0.3, 0.4], [0.4, 0.3, 0.5], [-0.4, -1.1, -0.6], [-0.4, 0.1, 0.1], [0.3, -0.3, 0.2], [-0.2, 0.5, 0.2], [-0.4, -0.4, 0.1], [-0.3, 0.1, 0.1]], "lumo_energy_ev": 1.13, "orbital_gap_ev": 12.13}

***

Entry 2:
{"formula": "C5H14", "method": "ωB97M-V/def2-TZVPD", "symbols": ["C", "C", "C", "C", "C", "H", "H", "H", "H", "H", "H", "H", "H", "H", "H", "H", "H", "H", "H"], "positions_angstrom": [[-1.53929, 0.45929, 0.77914], [-0.71994, 1.26028, 1.74192], [1.31674, -0.49394, -2.63479], [0.36504, -1.50413, -1.98743], [0.50175, 0.47460, 2.34330], [0.99410, -1.96342, -1.19605], [1.21105, 0.29296, 1.49767], [-0.62940, -1.22480, -1.73207], [-2.43875, 1.04586, 0.53262], [-1.22934, 1.59587, 2.71865], [0.58554, 0.89451, 3.32892], [-0.97892, 0.36605, -0.15232], [1.20562, 0.38862, -2.21834], [0.36369, -2.49684, -2.59154], [-0.51033, 2.19135, 1.28685], [0.27581, -0.63730, 2.32507], [1.04939, -0.36836, -3.74955], [2.45314, -0.76930, -2.51003], [-1.89740, -0.49178, 1.00726]], "forces_ev_per_a": [[-0.6, 2.2, -1.4], [-0.3, -1.3, 3.4], [1.1, -4.0, -3.5], [3.1, -3.5, -1.0], [-1.7, -1.6, -3.2], [-1.1, 0.7, 0.7], [0.9, 1.5, 1.3], [-0.5, 0.4, 0.3], [0.2, -0.1, -0.2], [-0.2, -0.6, -1.6], [1.7, -0.2, 0.2], [0.0, 0.0, -0.1], [-0.5, 4.5, 2.1], [-0.6, 1.8, 0.3], [0.9, 0.9, -0.6], [-0.7, 1.1, 1.1], [0.7, -0.2, 1.6], [-2.3, 0.2, -0.4], [-0.2, -1.7, 1.1]], "lumo_energy_ev": 1.06, "orbital_gap_ev": 11.67}

***

Entry 3:
{"formula": "C5H14", "method": "ωB97M-V/def2-TZVPD", "symbols": ["C", "C", "C", "C", "C", "H", "H", "H", "H", "H", "H", "H", "H", "H", "H", "H", "H", "H", "H"], "positions_angstrom": [[-1.28603, 1.57251, -0.89239], [1.30508, -1.24804, 3.31672], [-0.68463, 0.30498, -1.56214], [1.29977, -0.84957, 1.84205], [-0.73006, 0.30979, -3.09546], [1.45729, -0.40954, 3.99081], [0.28269, 0.22023, -1.09452], [-0.70379, 2.02139, -0.09201], [-0.02186, 1.02158, -3.52049], [-0.57000, -0.69961, -3.46015], [-1.32987, -0.49893, -1.32958], [-1.73086, 0.62339, -3.37036], [1.84134, -1.56316, 1.22529], [-2.19149, 1.26263, -0.36222], [2.12067, -1.96131, 3.44088], [1.84845, 0.07278, 1.61382], [0.31983, -0.63545, 1.42151], [0.41140, -1.80383, 3.59036], [-1.63793, 2.26017, -1.66210]], "forces_ev_per_a": [[-1.2, -0.8, -0.2], [0.3, -0.4, -0.5], [-0.2, 1.5, 0.0], [0.4, 0.9, -0.5], [0.4, 0.5, 0.8], [-0.1, 0.0, 0.1], [0.5, -0.8, -0.4], [0.5, 0.3, -0.5], [0.0, -0.2, -0.2], [0.2, 0.0, -0.3], [-0.3, -1.2, 0.9], [-0.2, 0.0, -0.3], [-0.4, -0.4, -0.1], [-0.1, 0.1, -0.1], [0.1, 0.2, 0.4], [0.1, 0.0, 0.5], [-0.2, -0.4, 0.0], [-0.2, 0.2, 0.1], [0.3, 0.4, 0.3]], "lumo_energy_ev": 1.09, "orbital_gap_ev": 12.34}

***

Entry 4:
{"formula": "C5H14", "method": "ωB97M-V/def2-TZVPD", "symbols": ["C", "C", "C", "C", "C", "H", "H", "H", "H", "H", "H", "H", "H", "H", "H", "H", "H", "H", "H"], "positions_angstrom": [[1.02094, -0.10437, 2.40011], [-1.71200, -0.44669, -1.31503], [-1.35437, 0.56984, -2.42800], [-0.48180, -1.19336, -0.74261], [1.89086, 1.14541, 1.91651], [-2.28225, -0.00135, -0.45659], [0.45367, -0.61681, 1.63401], [1.54253, 1.65916, 1.00184], [0.08971, -0.71065, 0.00809], [1.57308, -0.80064, 2.91260], [2.25256, 1.83676, 2.65818], [-1.06970, 1.60181, -2.20189], [-2.42222, -1.22831, -1.73667], [0.20810, -1.39648, -1.48218], [-0.76313, -2.31417, -0.64102], [2.94207, 0.70758, 1.69113], [0.33522, 0.44317, 2.93523], [-0.30304, 0.25500, -2.74755], [-1.92024, 0.59410, -3.40616]], "forces_ev_per_a": [[0.4, 3.1, -2.5], [-1.1, -0.2, 0.3], [2.4, -0.5, -1.6], [-2.4, -2.3, -0.7], [2.7, -2.8, -1.4], [0.4, -0.1, -0.8], [0.4, 0.2, -0.2], [0.0, -0.3, 0.6], [-0.1, 0.1, 0.9], [1.2, -1.4, 1.6], [-1.0, 0.4, 0.7], [-0.9, 0.0, 0.7], [0.9, 1.0, 0.4], [1.7, 0.3, -2.2], [0.2, 1.8, 1.3], [-1.5, 0.6, -0.4], [-2.0, 0.2, 2.1], [-1.3, 0.0, -0.1], [0.1, -0.2, 1.4]], "lumo_energy_ev": 1.09, "orbital_gap_ev": 12.21}

***

Entry 5:
{"formula": "C5H14", "method": "ωB97M-V/def2-TZVPD", "symbols": ["C", "C", "C", "C", "C", "H", "H", "H", "H", "H", "H", "H", "H", "H", "H", "H", "H", "H", "H"], "positions_angstrom": [[-1.88914, 0.37479, 0.97745], [2.46740, 0.52925, -0.37802], [0.86541, -1.37796, -0.79366], [2.11569, -0.93902, -0.01094], [-2.99460, 1.21293, 0.30996], [0.36952, -2.22641, -0.32599], [3.40320, 0.52146, -0.93712], [-1.43065, 0.78231, 1.86297], [0.09668, -0.61939, -0.87790], [-1.09880, 0.06374, 0.28880], [1.72173, 0.95960, -1.04134], [1.79221, -0.97561, 1.02961], [1.12297, -1.51577, -1.84208], [-2.32479, -0.59618, 1.23222], [2.95705, -1.57444, -0.24527], [-2.73481, 1.57667, -0.68849], [-3.81150, 0.56287, -0.00451], [2.57390, 1.18936, 0.47896], [-3.20143, 2.05179, 0.96535]], "forces_ev_per_a": [[-0.3, -1.3, -1.0], [0.4, -0.6, -0.2], [0.3, 0.0, -0.4], [-1.6, 1.4, -0.2], [0.9, -0.3, -0.6], [0.2, -0.4, -0.4], [0.1, 0.3, 0.1], [0.0, 0.4, 0.2], [0.1, 0.4, 0.4], [-0.1, 0.5, 0.1], [-0.2, 0.1, 0.0], [0.7, -0.2, 0.2], [0.0, -0.7, -0.1], [0.0, 0.1, 0.5], [0.1, -0.4, 0.4], [0.6, 0.5, 0.3], [-0.5, 0.2, 0.9], [0.1, -0.1, 0.1], [-0.8, 0.0, -0.2]], "lumo_energy_ev": 1.11, "orbital_gap_ev": 12.26}

***

Entry 6:
{"formula": "C5H14", "method": "ωB97M-V/def2-TZVPD", "symbols": ["C", "C", "C", "C", "C", "H", "H", "H", "H", "H", "H", "H", "H", "H", "H", "H", "H", "H", "H"], "positions_angstrom": [[0.18568, -1.40396, -0.39428], [-0.37418, -2.55974, 0.40599], [0.91654, 2.70913, 0.46131], [-0.37788, -1.36462, -1.80850], [-0.31462, 2.45777, 1.30446], [-0.95596, 3.33605, 1.31187], [-0.05524, -0.46838, -2.34718], [-0.88992, 1.63444, 0.86870], [1.71986, 3.27564, 0.94049], [1.27528, -1.45925, -0.47356], [-0.07922, -0.46917, 0.11879], [-0.02758, -2.23561, -2.36206], [-1.42240, -2.39412, 0.65857], [-1.46916, -1.32620, -1.80612], [1.32966, 1.76881, 0.07861], [0.71007, 3.29960, -0.42928], [-0.05995, 2.16694, 2.31641], [-0.22664, -3.52464, -0.06845], [0.12538, -2.62666, 1.38488]], "forces_ev_per_a": [[-0.2, 0.3, -0.3], [0.4, 0.1, 1.1], [0.7, 0.0, -0.7], [0.0, 0.4, -0.1], [-0.2, -0.1, -0.4], [-0.1, 0.0, 0.3], [0.1, -0.1, 0.0], [0.0, 0.2, 0.1], [-0.1, -0.2, 0.3], [0.0, 0.0, 0.2], [0.3, -0.1, -0.1], [-0.2, 0.0, -0.1], [-0.1, -0.2, -0.3], [0.0, -0.2, 0.0], [0.1, 0.1, 0.3], [-0.4, 0.0, -0.1], [0.0, 0.0, 0.2], [-0.2, -0.1, -0.2], [0.0, 0.0, -0.2]], "lumo_energy_ev": 1.10, "orbital_gap_ev": 12.67}

***

The ΔE to the lowest compared entry with this formula, charge and spin results, record by record, are as follows: 10.38 44.57 13.07 42.58 16.30 2.41 kcal per mole.
The max |F| results, record by record, are as follows: 1.584 5.498 1.556 4.156 2.148 1.167 eV/Å.